Record 1
ORCA calculation (ωB97M-V/def2-TZVPD) on an isolated ion of composition C6H11IN and charge +1.

XYZ file:
```
19
Properties=species:S:1:pos:R:3:lowdin_charge:R:1
C 0.47 -1.61 1.16 -0.010
C 0.37 -0.48 0.14 -0.345
N 1.81 0.29 0.05 0.222
C -0.16 -0.67 -1.28 -0.009
C -1.20 0.13 -1.50 -0.143
C -1.54 1.10 -0.45 -0.668
I -1.19 3.14 -1.25 0.820
C -0.66 0.67 0.69 -0.176
H 1.14 -2.41 0.97 0.079
H -0.55 -2.02 1.06 0.119
H 0.49 -1.28 2.19 0.092
H 2.29 -0.42 -0.50 0.155
H 2.26 0.68 0.90 0.183
H 1.89 1.09 -0.58 0.146
H -0.06 -1.50 -1.88 0.095
H -1.72 0.28 -2.43 0.117
H -2.57 1.20 -0.11 0.087
H 0.02 1.43 1.15 0.108
H -1.09 0.38 1.66 0.130
```

As for the charge: +1. As for the gap between HOMO and LUMO: 9.12 eV. Its spin multiplicity is 1. The calculation puts the energy above the lowest of the compared OMol25 structures with the same formula, charge and spin at 0.627 eV. As for the HOMO energy: -12.94 eV. Its SMILES is C[C@@]1([NH3+])C=C[C@H](I)C1.

***

Record 2
ORCA calculation (ωB97M-V/def2-TZVPD) on C6O6Sn as an isolated structure.

XYZ file:
```
13
Properties=species:S:1:pos:R:3:lowdin_charge:R:1
O 0.00 3.84 -0.04 0.152
C 0.00 2.70 0.00 0.009
Sn 0.00 -0.23 0.03 0.957
O 0.00 0.00 -3.60 0.202
C 0.00 0.00 -2.46 -0.035
C 0.00 -2.58 0.01 -0.027
O 0.00 -3.72 -0.04 0.236
C -2.48 0.00 0.01 -0.035
O -3.62 0.00 -0.04 0.203
C 2.48 -0.01 0.01 -0.035
O 3.62 0.00 -0.04 0.203
O 0.00 0.00 3.65 0.206
C 0.00 -0.01 2.51 -0.036
```

As for the charge: +2. As for the gap between HOMO and LUMO: 8.41 eV. Its spin multiplicity is 1. As for the HOMO energy: -17.73 eV.

***

Record 3
ORCA calculation (ωB97M-V/def2-TZVPD) on C40H45N6O3PtS2Te as an isolated structure.

XYZ file:
```
98
Properties=species:S:1:pos:R:3:lowdin_spin:R:1
Pt 0.21 -0.88 -2.35 0.700
N 1.05 0.25 -6.52 0.089
C 1.06 -0.04 -5.21 0.122
S -0.17 0.64 -4.13 0.077
N 2.07 -0.81 -4.69 0.200
N 1.86 -1.29 -3.43 0.601
C 2.90 -2.02 -2.94 0.393
C 2.85 -2.84 -1.74 0.090
C 4.02 -3.36 -1.14 0.072
C 3.98 -4.04 0.05 0.026
C 2.79 -4.32 0.77 0.129
C 1.63 -3.86 0.21 0.011
C 1.66 -3.03 -0.96 0.145
O 0.52 -2.52 -1.21 0.173
H 0.22 0.60 -7.03 0.004
H 1.82 -0.15 -7.06 0.001
H 3.77 -2.06 -3.61 0.026
H 4.98 -3.20 -1.61 0.002
H 4.94 -4.43 0.44 -0.001
H 2.87 -4.86 1.70 0.009
H 0.66 -4.04 0.64 -0.002
C 0.49 -2.37 7.76 0.001
C 0.56 -1.94 6.33 0.002
C -0.57 -2.05 5.52 0.005
C -0.50 -1.72 4.17 0.023
C -1.68 -2.02 3.30 0.022
C 0.69 -1.20 3.63 0.116
Te 0.71 -0.60 1.55 0.592
N 1.14 0.23 -0.87 0.663
C 2.19 0.96 -0.57 0.086
O 2.50 1.10 0.66 0.280
C 3.07 1.68 -1.55 0.032
C 2.65 2.14 -2.81 0.001
C 3.54 2.86 -3.63 0.001
C 4.76 3.30 -3.15 -0.002
C 5.17 2.82 -1.88 0.002
C 4.34 2.05 -1.11 0.006
C -0.85 0.95 1.69 0.015
C -0.64 2.12 2.43 0.005
C 0.66 2.32 3.15 0.008
C -1.67 3.03 2.64 0.001
C -2.91 2.92 2.05 0.003
C -3.93 3.96 2.32 0.000
C -3.10 1.80 1.23 0.000
C -2.12 0.81 1.08 0.006
C -2.40 -0.42 0.25 0.040
C 1.81 -1.08 4.46 0.012
C 3.13 -0.58 3.92 0.013
C 1.75 -1.50 5.79 0.001
H -0.32 -3.10 7.94 0.000
H 0.30 -1.50 8.41 0.000
H 1.42 -2.88 8.11 0.000
H -1.52 -2.39 5.93 0.001
H -2.34 -2.72 3.87 0.002
H -1.36 -2.52 2.35 0.012
H -2.27 -1.10 3.08 0.001
H 1.67 1.95 -3.23 0.002
H 3.28 3.09 -4.64 0.000
H 5.41 3.95 -3.72 0.000
H 6.16 3.09 -1.52 0.000
H 4.65 1.70 -0.11 0.001
H 1.54 2.07 2.50 0.004
H 0.67 1.62 4.02 0.001
H 0.67 3.36 3.49 0.001
H -1.46 3.82 3.36 0.000
H -3.61 4.54 3.20 0.000
H -4.94 3.52 2.54 0.000
H -4.11 4.68 1.49 0.000
H -4.05 1.62 0.67 0.000
H -3.47 -0.48 0.01 0.002
H -2.10 -1.34 0.74 0.009
H -1.84 -0.42 -0.71 0.028
H 2.99 0.34 3.33 0.005
H 3.59 -1.33 3.25 0.002
H 3.80 -0.36 4.78 0.001
H 2.65 -1.43 6.40 0.000
C -5.40 -3.21 -5.66 0.000
C -4.90 -2.47 -4.44 -0.001
C -5.70 -1.97 -3.38 0.008
C -5.01 -1.39 -2.35 -0.001
N -3.67 -1.36 -2.27 0.009
C -3.04 -1.85 -3.34 0.017
S -1.25 -2.24 -3.42 0.076
N -3.58 -2.30 -4.46 0.008
H -6.33 -2.76 -6.05 0.000
H -5.63 -4.27 -5.43 0.000
H -4.65 -3.20 -6.46 0.000
H -6.79 -2.00 -3.42 0.000
H -5.49 -0.94 -1.47 0.000
C -1.35 5.20 -1.01 0.000
C -0.50 4.03 -1.52 0.000
O -1.29 2.93 -1.96 0.002
H -0.72 6.07 -0.73 0.000
H -1.95 4.89 -0.15 0.000
H -2.03 5.55 -1.81 0.000
H 0.20 3.74 -0.71 0.000
H 0.08 4.34 -2.40 0.000
H -0.87 2.13 -1.62 0.002
```

As for the charge: 0. As for the gap between HOMO and LUMO (spin up / spin down): 5.35 / 5.11 eV. Its spin multiplicity is 6. The calculation puts the energy above the lowest of the compared OMol25 structures with the same formula, charge and spin at 0.000 eV. As for the HOMO energy (spin up / spin down): -5.14 / -7.41 eV. As for the expectation value of S²: 8.803.

***

Record 4
ORCA calculation (ωB97M-V/def2-TZVPD) on C2H2CuLiO as an isolated structure.

XYZ file:
```
7
Properties=species:S:1:pos:R:3:lowdin_charge:R:1
O -1.05 -0.98 0.88 -0.883
Cu 0.32 -2.07 -0.15 0.457
Li -0.12 0.23 1.64 0.626
C -0.38 0.58 -0.65 -0.172
C 0.82 0.90 -0.57 -0.092
H -1.41 0.61 -0.97 0.049
H 1.83 0.73 -0.18 0.015
```

As for the charge: 0. As for the gap between HOMO and LUMO (spin up / spin down): 6.33 / 6.33 eV. Its spin multiplicity is 1. As for the HOMO energy (spin up / spin down): -7.05 / -7.05 eV.

***

Record 5
ORCA calculation (ωB97M-V/def2-TZVPD) on a 2-piece molecular cluster, C10H17N2O overall.

XYZ file:
```
30
Properties=species:S:1:pos:R:3:lowdin_charge:R:1
C -2.69 0.47 -1.88 0.005
C -2.97 1.20 -0.75 -0.033
C 2.40 -0.36 0.26 -0.082
C 1.10 -1.83 2.00 -0.138
C 1.13 0.50 -0.08 -0.120
C 0.16 -0.63 1.89 -0.064
C 0.51 -1.80 -0.26 -0.079
C 1.79 -1.77 0.64 -0.255
C 0.02 -0.50 0.30 -0.373
C -1.28 0.08 -0.22 -0.229
N -1.54 -0.15 -1.56 0.194
N -0.76 2.92 -0.90 0.031
O -2.07 0.91 0.23 0.155
H -3.28 0.42 -2.74 0.128
H -3.72 2.00 -0.60 0.164
H -0.97 -0.77 -2.02 0.140
H 3.06 -0.36 -0.67 0.146
H 2.85 0.06 1.07 0.080
H 1.84 -1.82 2.79 0.116
H 0.74 -2.86 2.09 0.128
H 1.15 1.37 0.51 0.088
H 0.97 0.66 -1.25 0.158
H -0.96 -0.73 2.35 0.169
H 0.54 0.35 2.25 0.125
H 0.76 -1.74 -1.34 0.136
H -0.02 -2.71 -0.07 0.125
H 2.53 -2.52 0.44 0.139
H -1.16 3.86 -0.92 0.046
H 0.14 3.02 -1.51 0.085
H -0.27 2.73 -0.02 0.015
```

As for the charge: +1. As for the gap between HOMO and LUMO: 10.52 eV. Its spin multiplicity is 1. The calculation puts the energy above the lowest of the compared OMol25 structures with the same formula, charge and spin at 2.132 eV. As for the HOMO energy: -13.45 eV.

***

Record 6
ORCA calculation (ωB97M-V/def2-TZVPD) on C2H2F3NO as an isolated structure.

XYZ file:
```
9
Properties=species:S:1:pos:R:3:lowdin_charge:R:1
C 0.53 -0.48 -0.51 -0.207
C -0.28 0.64 0.91 -0.279
N -0.28 -0.48 -1.67 -0.014
O -1.47 -0.85 -1.57 -0.014
F 1.63 0.31 -0.74 -0.006
F 0.61 1.57 0.97 0.141
F -0.27 -0.12 1.99 0.107
H 0.71 -1.49 0.03 0.174
H -1.18 0.89 0.59 0.099
```

As for the charge: 0. As for the gap between HOMO and LUMO (spin up / spin down): 8.63 / 8.62 eV. Its spin multiplicity is 1. The calculation puts the energy above the lowest of the compared OMol25 structures with the same formula, charge and spin at 5.296 eV. As for the HOMO energy (spin up / spin down): -9.72 / -9.71 eV.